Entry 1:
C5H7N | ωB97M-V/def2-TZVPD

Computed properties:
calculated total energy	-249.363435	Eh
energy above the lowest of the compared OMol25 structures with the same formula, charge and spin	2.988	eV
HOMO	-7.7319	eV

Geometry (Å):
1 C 1.4899 -0.7308 0.1856
2 C 0.4075 1.2188 -0.6906
3 C 0.3170 -0.2810 -0.7128
4 N -0.9784 -0.6378 -0.0900
5 C -1.5073 0.4789 0.3854
6 C -0.7042 1.5858 0.0837
7 H 1.6835 0.0360 0.9411
8 H 1.2783 -1.6766 0.6908
9 H 2.3971 -0.8327 -0.4120
10 H 0.3758 -0.7412 -1.7046
11 H -1.4057 -1.5506 -0.0429
12 H -2.4467 0.4420 0.9338
13 H -0.9318 2.5860 0.4370

Atoms 1-6, force components in eV/Å:
C 0.1 -0.1 0.1
C -0.4 -0.1 0.2
C 0.1 0.0 -0.1
N -0.1 0.2 0.1
C 0.1 -0.2 -0.1
C 0.1 0.2 -0.1

Formally, the natural (NBO) partial charges of the atoms, in units of the elementary charge, are as follows:
1 C -0.5898
2 C -0.0666
3 C -0.1977
4 N -0.5331
5 C 0.1448
6 C -0.4812
7 H 0.2279
8 H 0.2020
9 H 0.2285
10 H 0.2300
11 H 0.4096
12 H 0.2089
13 H 0.2166


Entry 2:
C5H8O | ωB97M-V/def2-TZVPD

Computed properties:
calculated total energy	-270.470700	Eh
energy above the lowest of the compared OMol25 structures with the same formula, charge and spin	2.373	eV
HOMO	-9.2110	eV

Geometry (Å):
1 C 1.5586 -0.3352 0.4567
2 C 0.6618 0.5716 -0.3544
3 C -0.6575 0.1138 -0.9452
4 C -1.3143 -0.8142 0.0680
5 O -1.2168 0.1886 1.1075
6 C -0.6290 1.1021 0.1835
7 H 0.9681 -0.9650 1.1269
8 H 2.2363 0.2502 1.0861
9 H 2.1566 -0.9855 -0.1912
10 H 1.1769 1.2811 -1.0018
11 H -0.9350 0.2513 -1.9848
12 H -0.7472 -1.7191 0.3155
13 H -2.3553 -1.0916 -0.1178
14 H -0.9035 2.1519 0.2511

Atoms 1-6, force components in eV/Å:
C 0.0 0.0 0.0
C 0.1 0.0 0.0
C -0.1 -0.1 -0.2
C 0.0 -0.3 -0.1
O 0.0 0.0 0.1
C 0.0 0.3 0.0

Formally, the natural (NBO) partial charges of the atoms, in units of the elementary charge, are as follows:
1 C -0.6164
2 C -0.2462
3 C -0.2907
4 C -0.0642
5 O -0.5222
6 C 0.0939
7 H 0.2185
8 H 0.2150
9 H 0.2094
10 H 0.2204
11 H 0.2236
12 H 0.1712
13 H 0.1872
14 H 0.2004


Entry 3:
C22H31N2O5P | ωB97M-V/def2-TZVPD

Computed properties:
calculated total energy	-1684.006265	Eh
energy above the lowest of the compared OMol25 structures with the same formula, charge and spin	0.000	eV
SMILES	CCCOP(=O)(OCCC)[C@@H](Nc1ccc(C(C)C)cc1)c1ccc([N+](=O)[O-])cc1
HOMO	-8.0573	eV

Geometry (Å):
1 C -5.0219 -2.1572 1.4110
2 C -4.1631 -3.3029 0.8921
3 C -2.8108 -3.3669 1.5889
4 O -2.0630 -2.1592 1.4450
5 P -1.4563 -1.8124 0.0152
6 O -1.0245 -2.9478 -0.8068
7 O -2.6160 -0.9292 -0.6561
8 C -2.6100 -0.7129 -2.0642
9 C -3.9825 -0.1936 -2.4718
10 C -4.2617 1.1767 -1.8653
11 C -0.1026 -0.6262 0.4804
12 N 0.9338 -0.7823 -0.4991
13 C 2.2459 -0.4258 -0.2123
14 C 2.5586 0.5252 0.7552
15 C 3.8745 0.8939 0.9684
16 C 4.9133 0.3419 0.2332
17 C 6.3419 0.7585 0.4825
18 C 6.9486 1.4021 -0.7662
19 C 7.1855 -0.4330 0.9411
20 C 4.5924 -0.6032 -0.7358
21 C 3.2860 -0.9844 -0.9553
22 C -0.7187 0.7410 0.5099
23 C -1.6232 1.0522 1.5227
24 C -2.2830 2.2623 1.5205
25 C -2.0301 3.1727 0.4988
26 N -2.7346 4.4258 0.4762
27 O -2.5269 5.1732 -0.4573
28 O -3.4997 4.6605 1.3884
29 C -1.1163 2.8825 -0.5073
30 C -0.4668 1.6647 -0.4994
31 H -4.5172 -1.2092 1.2425
32 H -5.2056 -2.2710 2.4771
33 H -5.9784 -2.1368 0.8950
34 H -3.9863 -3.1788 -0.1783
35 H -4.6691 -4.2577 1.0482
36 H -2.2227 -4.1952 1.1806
37 H -2.9301 -3.4975 2.6680
38 H -1.8368 0.0226 -2.3115
39 H -2.3722 -1.6555 -2.5679
40 H -4.0208 -0.1384 -3.5607
41 H -4.7390 -0.9043 -2.1357
42 H -5.2602 1.5134 -2.1310
43 H -3.5423 1.9080 -2.2272
44 H -4.1875 1.1259 -0.7821
45 H 0.2303 -0.9033 1.4948
46 H 0.8471 -1.6395 -1.0326
47 H 1.7764 0.9859 1.3399
48 H 4.0929 1.6324 1.7272
49 H 6.3427 1.5051 1.2848
50 H 7.9564 1.7546 -0.5574
51 H 6.9980 0.6873 -1.5838
52 H 6.3446 2.2483 -1.0867
53 H 7.2408 -1.1897 0.1625
54 H 6.7493 -0.8861 1.8288
55 H 8.1971 -0.1102 1.1781
56 H 5.3738 -1.0560 -1.3277
57 H 3.0546 -1.7250 -1.7079
58 H -1.8163 0.3264 2.2979
59 H -2.9978 2.5176 2.2878
60 H -0.9354 3.6116 -1.2823
61 H 0.2447 1.4191 -1.2729

Atoms 1-6, force components in eV/Å:
C 0.1 -0.2 -0.1
C 0.2 0.3 0.2
C -0.5 -0.8 0.1
O 0.4 0.6 -0.5
P -0.4 0.5 0.4
O 0.3 -0.1 -0.1

Formally, the natural (NBO) partial charges of the atoms, in units of the elementary charge, are as follows:
1 C -0.6122
2 C -0.4265
3 C -0.0648
4 O -0.8185
5 P 2.3986
6 O -1.0980
7 O -0.8338
8 C -0.0669
9 C -0.4125
10 C -0.6106
11 C -0.4281
12 N -0.6230
13 C 0.1496
14 C -0.2390
15 C -0.1933
16 C -0.0394
17 C -0.2322
18 C -0.5951
19 C -0.5952
20 C -0.1976
21 C -0.2372
22 C -0.0010
23 C -0.2192
24 C -0.1613
25 C -0.0020
26 N 0.5287
27 O -0.3792
28 O -0.3788
29 C -0.1853
30 C -0.1766
31 H 0.2166
32 H 0.2012
33 H 0.2127
34 H 0.2091
35 H 0.2133
36 H 0.2014
37 H 0.1897
38 H 0.1780
39 H 0.2033
40 H 0.2098
41 H 0.2052
42 H 0.2146
43 H 0.2034
44 H 0.2125
45 H 0.2367
46 H 0.4133
47 H 0.2070
48 H 0.2076
49 H 0.1995
50 H 0.2063
51 H 0.1999
52 H 0.2119
53 H 0.2000
54 H 0.2117
55 H 0.2063
56 H 0.2099
57 H 0.2083
58 H 0.2300
59 H 0.2488
60 H 0.2493
61 H 0.2335


Entry 4:
C27H49BrCl27FN3O3 | ωB97M-V/def2-TZVPD

Computed properties:
calculated total energy	-16546.824449	Eh
charge	+1
energy above the lowest of the compared OMol25 structures with the same formula, charge and spin	5.655	eV
HOMO	-11.9270	eV

Geometry (Å):
1 C -0.9993 3.8025 4.1112
2 C -0.6686 4.4937 2.6652
3 C -0.0540 3.2998 1.7568
4 O 0.0175 3.6275 0.3440
5 C 0.8950 2.6912 -0.3665
6 C 0.1682 2.0171 -1.6350
7 N -1.2947 2.2223 -1.4292
8 C -2.1092 1.0530 -1.7019
9 N -3.4097 0.8317 -1.4737
10 C -4.1872 1.9456 -0.8316
11 Br -3.5076 2.3608 1.0290
12 C -5.7458 1.4910 -0.7008
13 C -6.4968 2.2567 0.5159
14 N -1.1090 0.0948 -2.2905
15 C 0.3118 0.4000 -1.8533
16 C 0.6883 -0.4950 -0.5827
17 C 0.5609 -2.0690 -0.8066
18 O 1.6033 -2.7057 -1.1238
19 F -0.6874 -2.7454 -0.6673
20 C 1.2211 0.3438 -3.1812
21 C 1.3463 -1.1002 -3.8645
22 O 2.5238 -1.5326 -4.0585
23 Cl -0.0474 -2.1716 -4.3686
24 H -1.4119 2.7399 3.9453
25 H -1.6625 4.4564 4.7746
26 H 0.0247 3.6567 4.6283
27 H 0.1755 5.2531 2.8961
28 H -1.5929 4.9837 2.2048
29 H -0.7039 2.3616 1.8603
30 H 0.9808 3.0649 2.2263
31 H 1.3072 1.9607 0.4094
32 H 1.7614 3.3500 -0.7708
33 H 0.4585 2.6469 -2.5471
34 H -1.6912 3.1518 -1.6204
35 H -3.8006 -0.0897 -1.7467
36 H -4.0895 2.8516 -1.5367
37 H -5.8301 0.3481 -0.5377
38 H -6.2957 1.8054 -1.6693
39 H -6.2142 3.3685 0.5435
40 H -7.6356 2.1635 0.3131
41 H -6.3260 1.7409 1.5346
42 H -1.2391 0.3039 -3.2967
43 H -0.0536 -0.2244 0.2705
44 H 1.7273 -0.2145 -0.1834
45 H 0.6905 1.0228 -3.9587
46 H 2.2755 0.7417 -2.9599
47 C -0.9342 -0.5121 4.8494
48 Cl -1.8128 0.5791 3.7635
49 Cl 0.0991 0.3684 5.9845
50 H -1.6590 -1.0956 5.4155
51 H -0.3115 -1.1765 4.2527
52 C 4.6909 2.6351 -4.2331
53 Cl 3.9315 1.0403 -4.1598
54 Cl 3.5197 3.9169 -3.8940
55 H 5.4890 2.6814 -3.4933
56 H 5.1029 2.7858 -5.2301
57 C 4.4538 -1.1946 1.0900
58 Cl 3.5450 0.2768 1.4699
59 Cl 5.8903 -1.3365 2.1068
60 H 3.8131 -2.0597 1.2587
61 H 4.7608 -1.1609 0.0453
62 C -6.9307 5.0999 3.6703
63 Cl -5.8942 5.2676 2.2469
64 Cl -7.7922 3.5567 3.6568
65 H -6.3127 5.1523 4.5656
66 H -7.6576 5.9110 3.6756
67 C 0.1783 4.5116 -5.3908
68 Cl -0.5171 6.0041 -4.7529
69 Cl -0.6145 3.0896 -4.6946
70 H 0.0495 4.4937 -6.4723
71 H 1.2384 4.4809 -5.1447
72 C -0.2441 -4.0582 3.0013
73 Cl -0.7210 -4.0066 4.7017
74 Cl 0.9329 -2.7899 2.6283
75 H 0.2024 -5.0287 2.7878
76 H -1.1281 -3.9143 2.3810
77 C -1.1499 -5.7890 -1.5339
78 Cl -2.2375 -6.6865 -0.4665
79 Cl -1.8115 -5.6763 -3.1704
80 H -1.0138 -4.7855 -1.1377
81 H -0.1900 -6.3022 -1.5743
82 C 1.3055 -8.4793 -0.3477
83 Cl 1.2023 -6.7933 0.1763
84 Cl 2.9857 -8.9771 -0.5643
85 H 0.8416 -9.1134 0.4066
86 H 0.7789 -8.5882 -1.2955
87 C -3.8180 -2.3405 0.2144
88 Cl -4.8908 -3.2571 1.2752
89 Cl -4.4893 -2.2138 -1.4192
90 H -3.6876 -1.3378 0.6227
91 H -2.8547 -2.8458 0.1619
92 C 3.5607 3.3034 5.0800
93 Cl 3.0086 4.3490 3.7654
94 Cl 2.2179 2.8234 6.1263
95 H 4.0150 2.4093 4.6544
96 H 4.2962 3.8432 5.6745
97 C 3.1376 -5.5169 -2.9538
98 Cl 4.2030 -5.3823 -4.3567
99 Cl 2.2709 -7.0588 -2.9559
100 H 3.7362 -5.4493 -2.0460
101 H 2.4133 -4.7031 -2.9798
102 C 0.5870 -6.6487 -6.2583
103 Cl 1.6526 -6.5161 -7.6623
104 Cl -0.2795 -8.1892 -6.2563
105 H 1.1861 -6.5796 -5.3516
106 H -0.1372 -5.8352 -6.2855
107 C 7.7198 4.7069 6.1020
108 Cl 6.5655 3.8007 7.0876
109 Cl 7.1322 4.8981 4.4456
110 H 7.8641 5.6924 6.5426
111 H 8.6668 4.1691 6.0822

Atoms 1-6, force components in eV/Å:
C 0.9 -0.1 -0.7
C 0.6 -0.9 0.7
C -0.4 0.2 1.4
O 1.1 -1.1 0.1
C 0.8 1.1 0.3
C 0.0 0.8 1.4

These are the Löwdin partial charges, in e, on atoms 1 to 99:
1 C -0.1342
2 C -0.1960
3 C -0.2571
4 O -0.1990
5 C -0.1129
6 C -0.1867
7 N 0.1100
8 C -0.1764
9 N 0.0721
10 C -0.5561
11 Br 0.7513
12 C -0.2384
13 C -0.2143
14 N 0.0830
15 C -0.3101
16 C -0.0117
17 C -0.3099
18 O 0.0741
19 F 0.0025
20 C -0.1380
21 C -0.6582
22 O -0.0590
23 Cl 0.6379
24 H -0.0465
25 H 0.0839
26 H 0.0268
27 H 0.0988
28 H 0.0992
29 H 0.0475
30 H 0.0996
31 H 0.0903
32 H 0.1444
33 H 0.0817
34 H 0.1487
35 H 0.0556
36 H 0.1340
37 H 0.1018
38 H 0.1262
39 H 0.0050
40 H 0.0947
41 H 0.0591
42 H 0.1097
43 H 0.1481
44 H 0.0665
45 H 0.0771
46 H 0.0235
47 C -1.0071
48 Cl 0.5488
49 Cl 0.5218
50 H 0.0211
51 H -0.0647
52 C -0.9479
53 Cl 0.6575
54 Cl 0.5486
55 H 0.0373
56 H 0.0379
57 C -1.0158
58 Cl 0.5342
59 Cl 0.5392
60 H 0.0121
61 H 0.0341
62 C -0.9947
63 Cl 0.5213
64 Cl 0.5235
65 H 0.0311
66 H 0.0315
67 C -0.9858
68 Cl 0.5367
69 Cl 0.5807
70 H 0.0396
71 H -0.0358
72 C -0.9809
73 Cl 0.5672
74 Cl 0.5586
75 H 0.0191
76 H 0.0231
77 C -1.0782
78 Cl 0.5124
79 Cl 0.5146
80 H -0.0103
81 H -0.0892
82 C -1.0201
83 Cl 0.5337
84 Cl 0.5154
85 H 0.0380
86 H 0.0086
87 C -1.0048
88 Cl 0.5511
89 Cl 0.5833
90 H 0.0189
91 H 0.0000
92 C -1.0106
93 Cl 0.5310
94 Cl 0.5091
95 H 0.0299
96 H -0.0436
97 C -0.9830
98 Cl 0.5367
99 Cl 0.5539


Repeat the second record exactly.
C5H8O | ωB97M-V/def2-TZVPD

Computed properties:
calculated total energy	-270.470700	Eh
energy above the lowest of the compared OMol25 structures with the same formula, charge and spin	2.373	eV
HOMO	-9.2110	eV

Geometry (Å):
1 C 1.5586 -0.3352 0.4567
2 C 0.6618 0.5716 -0.3544
3 C -0.6575 0.1138 -0.9452
4 C -1.3143 -0.8142 0.0680
5 O -1.2168 0.1886 1.1075
6 C -0.6290 1.1021 0.1835
7 H 0.9681 -0.9650 1.1269
8 H 2.2363 0.2502 1.0861
9 H 2.1566 -0.9855 -0.1912
10 H 1.1769 1.2811 -1.0018
11 H -0.9350 0.2513 -1.9848
12 H -0.7472 -1.7191 0.3155
13 H -2.3553 -1.0916 -0.1178
14 H -0.9035 2.1519 0.2511

Atoms 1-6, force components in eV/Å:
C 0.0 0.0 0.0
C 0.1 0.0 0.0
C -0.1 -0.1 -0.2
C 0.0 -0.3 -0.1
O 0.0 0.0 0.1
C 0.0 0.3 0.0

Formally, the natural (NBO) partial charges of the atoms, in units of the elementary charge, are as follows:
1 C -0.6164
2 C -0.2462
3 C -0.2907
4 C -0.0642
5 O -0.5222
6 C 0.0939
7 H 0.2185
8 H 0.2150
9 H 0.2094
10 H 0.2204
11 H 0.2236
12 H 0.1712
13 H 0.1872
14 H 0.2004